Entry 1:
C6H9ClNO3 in the gas phase. Source: the OMol25 dataset; level of theory: the ωB97M-V functional and the def2-TZVPD basis.

XYZ file:
```
20
Properties=species:S:1:pos:R:3:forces:R:3:lowdin_spin:R:1
C 0.62253 -0.14282 0.60249 2.0991 -2.4144 -1.3004 0.060
C -0.62662 0.58866 0.60847 -0.8577 -0.0175 -0.3338 0.481
C -0.97055 1.70687 -0.28998 0.0072 0.8814 0.4388 0.052
O -1.72283 2.58187 0.13225 0.1167 -0.7149 -0.1078 0.158
H 0.84828 -0.54291 1.59544 -0.1312 0.0168 -0.2215 0.006
Cl 2.04465 0.89522 0.19211 -0.2375 -0.3221 0.0170 0.027
C -1.61532 0.20907 1.66034 -0.0352 -0.4975 -0.0347 0.071
C -0.40315 1.83818 -1.68017 0.0993 -0.4962 -0.3575 0.001
H -2.58868 -0.02966 1.20390 0.1733 0.2785 0.2024 0.017
H -1.27571 -0.69562 2.18840 -0.1172 0.3509 -0.0638 0.000
H -1.75376 1.01768 2.38590 -0.0842 -0.0527 -0.1298 0.025
H -0.17977 0.84681 -2.09968 0.0408 0.2969 -0.0054 0.002
H -1.15136 2.33482 -2.30799 0.1835 -0.0805 0.1922 -0.001
H 0.52337 2.42654 -1.69262 -0.2894 -0.1359 0.1225 -0.001
C 0.75113 -1.63423 -0.43656 -1.5176 2.4128 1.1713 0.075
H 0.72525 -1.33171 -1.48330 0.0760 0.0007 0.2711 0.001
H -0.10858 -2.24700 -0.14473 0.3192 0.1250 -0.0880 0.001
N 1.97595 -2.40829 -0.20190 0.7774 0.0196 0.1352 0.008
O 2.02568 -3.13299 0.77510 -0.3166 0.2410 0.0423 0.002
O 2.87951 -2.28048 -1.00746 -0.3059 0.1084 0.0501 0.016
```
Positions in Å, forces in eV/Å.

Calculated values
<S²> = 0.76
Multiplicity = 2
Charge = 0

***

Entry 2:
2 unconnected molecules or ions with the total composition C6H9ClNO6P2S. Source: the OMol25 dataset; level of theory: the ωB97M-V functional and the def2-TZVPD basis.

XYZ file:
```
26
Properties=species:S:1:pos:R:3:forces:R:3:lowdin_charge:R:1
C -0.43940 0.76350 -3.07365 0.0942 0.1499 0.3516 -0.027
C -0.11524 0.09824 -1.76456 -0.2988 0.0959 -0.5656 -0.269
N 0.25312 0.93624 -0.77101 0.0505 -0.4997 0.4002 0.161
C 0.61813 0.49578 0.45580 0.0906 0.6083 -0.1187 -0.006
C 0.60041 -0.86924 0.69260 0.8564 -0.6888 0.2165 -0.288
P 1.11019 -1.29712 2.37302 0.0061 0.6015 0.3909 0.685
O 0.04150 -0.89031 3.25711 -1.1214 -0.5200 1.0704 -0.348
C 0.22744 -1.76750 -0.27333 -0.2485 0.7462 -0.6758 -0.063
C -0.13954 -1.26257 -1.55623 -0.0581 0.0052 0.0470 -0.356
P -0.56645 -2.55395 -2.77376 -0.0451 -1.2219 0.3537 0.598
O -2.04557 -2.17876 -3.34773 0.5222 0.5385 0.0206 -0.338
Cl 0.78690 -2.19355 -4.33971 -0.2767 0.3977 0.1105 0.173
H -1.12197 1.59947 -2.90364 0.0908 0.0187 -0.0459 0.101
H -0.89193 0.09196 -3.79437 0.1602 -0.0098 -0.0516 0.038
H 0.49495 1.13775 -3.49929 -0.1392 0.0530 -0.1401 0.101
H 0.28143 1.93255 -0.94454 -0.0998 0.0797 0.1305 0.184
H 0.90809 1.23581 1.20699 -0.3758 0.3900 0.3956 0.098
H 2.30762 -0.56801 2.55421 0.1570 -0.3495 -0.2555 0.038
H 1.44908 -2.67489 2.36856 0.2466 0.1088 -0.3788 0.005
H 0.20254 -2.83490 -0.08889 0.0843 -0.0003 0.0219 0.102
H -2.21916 -1.22932 -3.38823 -0.2544 -0.0665 -0.0691 0.038
O -1.65146 1.75758 4.23280 0.0396 0.1338 -0.3326 -0.442
S -0.35878 2.40476 3.94777 -0.0248 -0.3198 1.1307 0.189
O 0.75127 1.66166 4.58936 0.1994 0.0031 -0.4184 -0.463
O -0.35053 3.80878 4.40512 -0.0159 0.0194 -0.4854 -0.436
O -0.13263 2.39608 2.43559 0.3606 -0.2735 -1.1025 -0.477
```
Positions in Å, forces in eV/Å.

Calculated values
Charge = -1

***

Entry 3:
C6H9ClO in the gas phase. Source: the OMol25 dataset; level of theory: the ωB97M-V functional and the def2-TZVPD basis.

XYZ file:
```
17
Properties=species:S:1:pos:R:3:forces:R:3:lowdin_charge:R:1
C -0.93528 1.12849 1.22291 2.6072 -1.4252 -1.6788 0.057
C -1.23516 2.15015 0.47800 -0.4295 0.6288 -0.0710 -0.064
C 0.18817 -0.12411 0.81866 -0.9490 -0.2638 0.8715 -0.320
C 1.27084 -0.09776 -0.22929 -1.7346 1.2804 0.8733 -0.682
C 0.93726 0.09394 -1.65454 -0.0922 0.0702 -0.2194 -0.114
C -0.79927 -1.27986 0.54429 0.1246 0.1797 0.2334 -0.283
O -0.15008 -2.51387 0.35421 0.2238 -0.3793 -0.0233 -0.060
Cl 2.82943 0.36277 0.27151 0.3372 0.0745 0.1644 0.707
H -0.80730 2.38277 -0.50012 0.1212 -0.2409 0.1385 0.051
H -1.97107 2.86559 0.81704 -0.1839 0.1346 0.0934 0.045
H 0.66898 -0.29094 1.78570 -0.0230 -0.1094 -0.0684 0.101
H 1.82432 0.17562 -2.27802 -0.0066 -0.0404 0.0116 0.072
H 0.34822 1.01746 -1.76418 0.0831 -0.0886 -0.1226 0.075
H 0.32167 -0.72970 -2.01513 -0.0563 -0.0428 -0.0509 0.085
H -1.36849 -1.10022 -0.36843 -0.0047 0.1066 0.0488 0.119
H -1.50564 -1.34068 1.38196 0.0220 0.1519 -0.1191 0.117
H 0.38340 -2.69966 1.13542 -0.0392 -0.0362 -0.0816 0.093
```
Positions in Å, forces in eV/Å.

Calculated values
Charge = 0

***

Entry 4:
A molecular structure, C6H9CoO6. Source: the OMol25 dataset; level of theory: the ωB97M-V functional and the def2-TZVPD basis.

XYZ file:
```
22
Properties=species:S:1:pos:R:3:forces:R:3:lowdin_spin:R:1
Co 0.06595 0.16045 -0.03068 -0.4342 0.4513 0.9897 3.169
C 1.56871 0.21426 -3.53249 0.9750 -1.3880 -0.3690 0.006
C 1.20396 0.50106 -2.14490 -0.8783 1.1376 0.3166 0.017
O 0.05723 1.02837 -1.90679 -0.2133 -0.5475 0.8459 0.161
O 1.87448 0.10659 -1.16812 -0.1749 -0.5310 0.9197 0.092
H 1.90512 0.97988 -4.23160 -0.6159 0.2900 0.3790 0.000
H 0.70271 -0.36359 -3.85535 0.0170 0.2822 -0.7197 0.001
H 2.38939 -0.49770 -3.44468 0.1169 -0.0224 -0.2507 0.002
C 0.21163 -3.60747 1.47718 -0.6408 0.7260 0.1879 0.008
C 0.08716 -2.12388 1.01698 2.3625 -3.8274 3.3805 0.018
O -0.58673 -1.86197 0.05784 -2.4696 2.1452 -4.8069 0.119
O 0.62740 -1.23655 1.67772 1.0618 2.2682 0.3396 0.098
H 0.04195 -3.56188 2.55292 -0.2493 -0.2213 0.0194 0.001
H 1.15058 -4.15178 1.37617 0.2636 0.6942 -0.4282 0.000
H -0.55783 -4.19135 0.97209 -0.0350 0.0469 0.1808 0.001
C -1.87968 3.17469 1.90542 0.7163 -1.0129 -0.1039 0.012
C -1.06394 2.03676 1.18882 -2.9687 2.7329 1.4813 0.024
O 0.13960 1.99119 1.07885 4.7848 0.3043 -0.0727 0.132
O -1.68391 1.11963 0.67810 -2.3620 -3.4325 -1.8602 0.133
H -2.95567 3.00493 1.86650 0.1685 -0.2175 -0.5233 0.002
H -1.64191 4.15615 1.49516 0.1650 -0.1386 0.1229 0.001
H -1.65613 3.12220 2.97096 0.4106 0.2600 -0.0286 0.001
```
Positions in Å, forces in eV/Å.

Calculated values
<S²> = 6.01
Multiplicity = 5
Charge = 0

***

Entry 5:
A molecular structure, C6H9EuF2NO5S2. Source: the OMol25 dataset; level of theory: the ωB97M-V functional and the def2-TZVPD basis.

XYZ file:
```
26
Properties=species:S:1:pos:R:3:forces:R:3:lowdin_spin:R:1
N 2.56691 0.02471 -0.26851 -1.1263 1.4845 0.7267 0.007
S 3.44969 0.19958 -1.52697 2.7112 -1.9453 -0.3732 0.020
O 4.50881 -0.81686 -1.54651 -2.2162 1.9237 -0.0437 0.083
S 1.51398 1.27431 0.16601 1.0620 -2.2826 1.4727 0.196
O 1.02145 0.75897 1.53100 0.1586 0.9787 -1.4453 0.043
C -0.03260 0.77494 -0.97028 1.1860 0.8532 -3.1199 0.406
F -0.15790 1.86220 -1.76003 -0.6015 -1.1933 1.2741 0.117
F 0.36618 -0.20611 -1.80135 -0.9961 0.5128 1.1715 0.095
O -2.67515 1.51079 0.83480 1.1165 0.0787 1.2839 -0.016
C -3.38239 1.46548 -0.31785 -1.9694 1.1325 -3.2699 0.086
C -3.05980 0.30277 -1.18029 -0.6400 1.9513 -2.1940 0.575
O -2.81046 -0.75415 -0.47348 1.5747 -3.3001 2.6370 0.217
C -3.04483 -2.11355 -0.93128 -0.2697 0.4956 0.0698 0.019
C -1.90957 -2.97172 -0.43685 0.0851 -0.1347 -0.9360 0.010
O -1.82736 -2.93183 0.98093 0.4551 0.5065 0.8173 0.297
C -0.80567 -2.24674 1.51554 -0.3634 -0.4282 -0.1523 0.469
Eu -1.23654 0.36264 1.58285 -0.7189 -0.5531 0.1579 4.230
H -3.21832 2.34290 -0.99130 -0.1529 -0.1289 0.8356 0.008
H -4.48732 1.40530 -0.17802 0.4687 0.3197 0.5443 0.026
H -3.51010 0.16982 -2.17244 0.1416 0.1927 0.3984 0.030
H -3.08080 -2.12768 -2.02615 -0.0236 -0.0573 0.1799 0.002
H -4.00782 -2.41314 -0.50412 0.1662 -0.0776 -0.1889 0.004
H -0.96013 -2.61668 -0.86191 -0.1615 -0.2213 0.0042 0.001
H -2.10020 -4.00770 -0.74169 0.1623 0.1757 0.1714 0.004
H -0.71072 -2.37429 2.59563 0.0136 -0.1907 -0.1183 0.033
H 0.10173 -2.13531 0.90854 -0.0623 -0.0927 0.0968 0.037
```
Positions in Å, forces in eV/Å.

Calculated values
<S²> = 15.82
Multiplicity = 8
Charge = +2

***

Entry 6:
2 unconnected molecules or ions with the total composition C6H9F. Source: the OMol25 dataset; level of theory: the ωB97M-V functional and the def2-TZVPD basis.

XYZ file:
```
16
Properties=species:S:1:pos:R:3:forces:R:3:lowdin_charge:R:1
C 3.11353 0.62491 -0.37698 -0.4854 -0.1648 -1.9259 -0.123
C 2.65156 0.54466 0.79206 0.3459 0.1676 2.9784 0.065
C 0.05710 -0.01874 0.75071 0.5013 1.3788 -0.8169 -0.056
C -1.01615 0.98332 0.41417 -0.7773 -0.1942 1.8428 -0.225
C -0.82000 -0.16154 -0.43384 -0.4270 -1.6765 -2.5166 -0.326
C -1.86134 -1.25913 -0.39484 0.0134 -1.0095 -1.5872 -0.077
F -2.16918 0.91233 1.26341 1.3568 0.2873 -0.9614 -0.032
H 2.44123 0.39492 -1.19055 0.3702 0.0872 -0.5551 0.067
H 4.12391 0.94352 -0.42443 0.9220 0.1946 -0.4574 0.053
H -0.46944 -0.02449 -1.53504 -0.1366 0.1485 2.2695 0.170
H 1.12816 0.21542 0.62554 -1.0577 0.1825 0.1834 -0.043
H -0.10043 -0.51837 1.66547 -0.3217 -1.0077 0.6112 0.117
H -0.81298 1.96179 0.08929 0.1018 1.1226 -0.1393 0.133
H -2.87902 -0.81125 -0.56116 0.9002 -0.7740 -0.2436 0.090
H -1.89603 -1.80268 0.56058 0.1162 0.2222 -0.3715 0.076
H -1.49094 -1.98468 -1.24438 -1.4221 1.0353 1.6896 0.111
```
Positions in Å, forces in eV/Å.

Calculated values
Charge = 0

***

| no. | electronic energy (eV) | maximum force (eV/Å) |
| --- | --- | --- |
| 1 | -26518.1500 | 3.5 |
| 2 | -62077.7075 | 1.6 |
| 3 | -20932.7725 | 3.4 |
| 4 | -56279.6491 | 5.8 |
| 5 | -64502.9302 | 4.5 |
| 6 | -9079.2140 | 3.1 |